Formula: C22H22BrN5O2PTi
Source: OMol25
Level of theory: ωB97M-V with the def2-TZVPD basis set

Atoms and positions in Å:
Ti 1.2017 -1.4375 0.4093
Br 3.9844 5.1298 -0.9185
C 2.8643 3.6626 -0.5609
C 1.4730 3.6521 -0.6595
C 0.6105 2.5852 -0.3359
C 1.1983 1.3915 0.1943
O 0.5175 0.3483 0.7028
C 2.6330 1.2639 -0.0437
C 3.4239 0.0880 0.0965
N 3.0459 -1.0146 0.8354
C 3.5209 -1.7968 1.8685
C 4.7631 -1.5274 2.5157
C 5.2008 -2.4551 3.4881
C 4.2180 -3.0950 4.2324
C 2.9018 -3.2209 3.7208
C 1.8853 -4.0825 4.2404
C 0.8558 -4.5007 3.4534
C 0.6813 -3.9893 2.1370
N 1.5147 -3.0550 1.6906
C 2.6450 -2.7517 2.4237
C 3.4659 2.4075 -0.3005
H 0.9946 4.6218 -0.8412
H -0.4630 2.7676 -0.2391
H 4.3305 0.0608 -0.4772
H 5.3995 -0.6818 2.1349
H 6.2296 -2.4627 3.7406
H 4.3863 -3.4701 5.2660
H 1.7881 -4.4030 5.2592
H 0.0780 -5.0940 3.9036
H -0.1361 -4.2329 1.4828
H 4.5215 2.3161 -0.5035
O 0.9010 -2.0171 -1.1126
C -3.9713 -0.4734 -1.7550
N -2.8804 -0.0379 -2.6374
C -3.4007 0.7290 -3.7666
N -4.2222 1.8578 -3.3642
C -5.3180 1.4763 -2.4510
N -4.8287 0.6698 -1.3044
C -4.0604 1.4639 -0.3282
P -2.5731 2.0963 -1.2608
C -1.8135 0.6397 -1.9373
C -3.4834 2.9855 -2.7984
H -3.5157 -0.8185 -0.8532
H -4.6262 -1.1919 -2.2538
H -4.0399 0.1496 -4.4501
H -2.5305 1.1068 -4.3142
H -5.8949 0.7686 -3.0317
H -5.8186 2.4269 -2.2105
H -3.7684 0.8237 0.5220
H -4.5200 2.3219 0.0605
H -1.3175 -0.0184 -1.1632
H -0.9822 0.8111 -2.6411
H -2.8898 3.4483 -3.6314
H -4.1795 3.7579 -2.2332

**LUMO (alpha / beta)**: -1.17 / -1.15 eV
**Spin multiplicity**: 2
**ΔE to the lowest compared entry with this formula, charge and spin**: 2.022 eV
**Max |F|**: 4.98 eV/A
**Orbital gap (alpha / beta)**: 5.19 / 5.85 eV
**Net charge**: 0